C56H79CsGeN7S2Si5 | ωB97M-V/def2-TZVPD

Last column: Löwdin charge in e.
CARTESIAN COORDINATES (ANGSTROEM)
Cs: 0.24 0.12 1.25  0.67
N: -0.39 -2.58 5.15  0.03
C: -0.10 -2.32 3.83  -0.94
S: -1.46 -2.13 2.79  0.41
N: 1.20 -2.30 3.61  -0.04
N: 1.61 -2.04 2.34  -0.11
C: 2.87 -2.19 2.15  -0.23
C: 3.80 -2.71 3.20  -0.20
C: 3.66 -4.01 3.69  -0.04
C: 4.54 -4.50 4.64  -0.09
C: 5.55 -3.68 5.14  -0.10
C: 5.68 -2.39 4.67  -0.09
C: 4.82 -1.91 3.70  -0.03
C: 3.49 -1.77 0.86  -0.22
C: 4.74 -2.27 0.49  -0.01
C: 5.34 -1.79 -0.66  -0.06
C: 4.70 -0.82 -1.41  -0.06
C: 3.44 -0.42 -1.00  -0.16
N: 2.84 -0.87 0.10  0.04
H: -1.32 -2.35 5.45  0.05
H: 0.37 -2.42 5.80  0.08
H: 2.85 -4.63 3.32  0.12
H: 4.42 -5.51 5.01  0.10
H: 6.23 -4.06 5.90  0.09
H: 6.46 -1.74 5.06  0.10
H: 4.92 -0.89 3.33  0.12
H: 5.23 -3.01 1.10  0.11
H: 6.32 -2.16 -0.96  0.11
H: 5.14 -0.40 -2.31  0.10
H: 2.88 0.33 -1.56  0.09
C: -0.95 -2.67 -2.00  -0.33
Si: -2.79 -2.81 -1.70  0.66
C: -3.44 -1.67 -0.34  -0.24
N: -3.39 -0.23 -0.53  -0.17
C: -3.41 0.54 0.74  -0.21
C: -4.81 1.05 1.09  -0.17
C: -5.25 2.07 0.04  -0.19
C: -4.68 1.70 -1.34  -0.17
C: -4.48 0.19 -1.41  -0.23
C: -3.71 -2.71 -3.34  -0.26
C: -5.08 -2.48 -3.40  -0.11
C: -5.76 -2.45 -4.61  -0.09
C: -5.07 -2.66 -5.80  -0.09
C: -3.70 -2.91 -5.76  -0.08
C: -3.04 -2.94 -4.55  -0.10
C: -3.09 -4.54 -1.03  -0.23
C: -2.57 -4.90 0.23  -0.09
C: -2.76 -6.17 0.74  -0.08
C: -3.46 -7.12 0.01  -0.10
C: -3.98 -6.79 -1.23  -0.10
C: -3.79 -5.51 -1.74  -0.09
H: -0.69 -3.63 -2.45  0.02
H: -0.47 -2.69 -1.01  0.04
H: -2.79 -1.95 0.50  0.01
H: -4.45 -2.03 -0.05  0.10
H: -2.75 1.41 0.65  0.09
H: -3.02 -0.09 1.54  0.06
H: -4.80 1.49 2.09  0.11
H: -5.50 0.20 1.13  0.11
H: -4.91 3.07 0.33  0.10
H: -6.35 2.11 -0.01  0.10
H: -3.71 2.18 -1.50  0.07
H: -5.33 2.03 -2.14  0.11
H: -4.27 -0.13 -2.43  0.08
H: -5.42 -0.31 -1.13  0.12
H: -5.64 -2.30 -2.49  0.10
H: -6.83 -2.25 -4.63  0.10
H: -5.59 -2.63 -6.75  0.10
H: -3.15 -3.07 -6.68  0.10
H: -1.97 -3.12 -4.55  0.09
H: -2.02 -4.18 0.83  0.05
H: -2.36 -6.42 1.72  0.10
H: -3.61 -8.12 0.41  0.10
H: -4.53 -7.53 -1.81  0.10
H: -4.20 -5.27 -2.72  0.09
S: -0.82 2.24 -2.01  0.66
C: -1.47 3.42 -2.97  -0.87
N: -1.31 3.52 -4.31  0.03
C: -2.19 4.53 -4.88  -0.15
C: -2.46 5.41 -3.65  -0.15
N: -2.28 4.44 -2.57  0.03
H: -1.04 2.69 -4.82  0.11
H: -3.12 4.08 -5.25  0.11
H: -1.71 5.08 -5.69  0.11
H: -3.46 5.83 -3.65  0.11
H: -1.72 6.22 -3.58  0.11
H: -2.22 4.73 -1.61  0.09
C: 4.70 3.04 1.02  -0.23
Si: 3.34 4.18 0.34  0.26
C: 3.28 3.84 -1.52  -0.23
C: 4.04 5.94 0.50  -0.23
Si: 1.31 3.65 1.34  0.28
Si: 1.74 3.97 3.60  0.25
C: 2.58 2.43 4.32  -0.23
C: 0.11 4.13 4.55  -0.24
C: 2.81 5.43 4.17  -0.23
Si: 0.02 5.51 0.82  0.26
C: 0.28 6.06 -0.98  -0.24
C: 0.22 7.10 1.83  -0.23
C: -1.82 5.06 0.97  -0.25
H: 5.64 3.18 0.47  0.02
H: 4.41 1.99 0.94  0.01
H: 4.90 3.25 2.07  0.01
H: 4.28 3.85 -1.96  0.02
H: 2.67 4.59 -2.04  0.01
H: 2.81 2.87 -1.72  0.00
H: 4.99 6.03 -0.03  0.02
H: 4.20 6.20 1.55  0.01
H: 3.34 6.67 0.08  0.00
H: 1.94 1.55 4.23  0.01
H: 2.81 2.56 5.39  0.02
H: 3.52 2.20 3.80  0.01
H: -0.54 3.27 4.35  0.02
H: -0.45 5.02 4.25  0.00
H: 0.28 4.19 5.63  0.02
H: 3.81 5.37 3.74  0.01
H: 2.91 5.44 5.26  0.02
H: 2.37 6.38 3.85  0.01
H: 1.26 6.53 -1.09  0.01
H: -0.47 6.79 -1.29  0.02
H: 0.26 5.21 -1.66  0.00
H: 1.23 7.51 1.71  0.02
H: 0.06 6.93 2.89  0.00
H: -0.50 7.87 1.50  0.02
H: -2.03 4.11 0.46  -0.01
H: -2.49 5.84 0.59  0.02
H: -2.08 4.90 2.02  0.02
Ge: 0.05 -1.33 -3.03  0.94
C: 1.61 -2.21 -3.83  -0.30
C: 1.68 -3.58 -4.04  -0.10
C: 2.79 -4.16 -4.66  -0.09
C: 3.84 -3.37 -5.08  -0.10
C: 3.79 -1.99 -4.88  -0.10
C: 2.68 -1.43 -4.26  -0.14
C: -0.90 -0.47 -4.50  -0.31
C: -2.11 0.19 -4.25  -0.16
C: -2.80 0.83 -5.26  -0.10
C: -2.29 0.84 -6.55  -0.11
C: -1.08 0.20 -6.82  -0.09
C: -0.40 -0.45 -5.80  -0.10
H: 0.59 -0.24 -2.10  -0.05
H: 0.87 -4.23 -3.72  0.09
H: 2.82 -5.23 -4.81  0.10
H: 4.70 -3.82 -5.56  0.10
H: 4.61 -1.37 -5.21  0.10
H: 2.66 -0.35 -4.11  0.10
H: -2.49 0.23 -3.24  0.06
H: -3.74 1.33 -5.04  0.11
H: -2.83 1.34 -7.35  0.10
H: -0.68 0.21 -7.82  0.10
H: 0.54 -0.95 -6.02  0.09

Properties
**Total charge**: -1
**LUMO level**: 1.9111 eV
**HOMO-LUMO gap**: 5.3 eV

***

C5H8Br2O | ωB97M-V/def2-TZVPD

Last column: natural (NBO) charge in e.
CARTESIAN COORDINATES (ANGSTROEM)
C: -0.76 0.03 1.28  -0.63
C: -0.24 0.76 -0.03  0.02
C: -0.45 -0.19 -1.22  -0.65
Br: -1.44 2.40 -0.13  -0.05
C: 1.21 1.22 0.05  0.00
O: 1.83 1.22 1.28  -0.47
C: 2.30 0.26 0.40  0.01
Br: 4.09 0.60 -0.19  0.02
H: -1.90 -0.21 1.16  0.23
H: -0.58 0.78 1.96  0.23
H: -0.15 -0.79 1.52  0.21
H: -1.10 -0.93 -0.82  0.22
H: -0.86 0.42 -2.08  0.24
H: 0.60 -0.49 -1.45  0.22
H: 1.56 1.99 -0.67  0.21
H: 2.05 -0.68 0.64  0.19

Properties
**SMILES**: CC(C)(Br)[C@H]1O[C@@H]1Br
**LUMO level**: 0.6941 eV
**HOMO-LUMO gap**: 10.9 eV

***

C22H30N4O | ωB97M-V/def2-TZVPD

Last column: natural (NBO) charge in e.
CARTESIAN COORDINATES (ANGSTROEM)
C: -6.05 -0.17 -0.63  -0.63
C: -4.60 0.14 -0.80  0.01
C: -3.85 -0.49 -1.80  -0.25
C: -2.52 -0.17 -1.98  -0.19
C: -1.90 0.76 -1.17  -0.23
C: -2.62 1.37 -0.15  0.16
N: -2.04 2.33 0.69  -0.64
C: -0.76 2.41 1.21  0.80
O: -0.40 3.41 1.79  -0.66
N: 0.03 1.32 1.02  -0.67
C: 1.30 1.19 1.71  -0.05
C: 1.07 0.87 3.19  -0.62
C: 2.14 0.09 1.02  -0.07
C: 2.83 0.56 -0.24  0.06
C: 4.00 -0.09 -0.64  -0.23
C: 4.66 0.28 -1.80  -0.21
C: 4.15 1.30 -2.59  -0.22
C: 2.99 1.95 -2.20  -0.19
C: 2.34 1.58 -1.04  -0.26
N: 1.28 -1.09 0.81  -0.48
C: 1.68 -2.26 1.56  -0.22
C: 0.53 -3.27 1.55  -0.23
N: 0.22 -3.65 0.19  -0.44
C: -0.81 -4.67 0.13  -0.40
C: -0.13 -2.48 -0.58  -0.22
C: 1.02 -1.48 -0.56  -0.24
C: -3.97 1.07 0.01  -0.25
H: -6.22 -1.25 -0.65  0.22
H: -6.43 0.23 0.30  0.21
H: -6.62 0.26 -1.45  0.22
H: -4.33 -1.22 -2.44  0.21
H: -1.96 -0.65 -2.77  0.21
H: -0.87 1.03 -1.35  0.21
H: -2.65 3.06 1.03  0.41
H: -0.40 0.43 0.80  0.42
H: 1.81 2.15 1.64  0.23
H: 2.02 0.79 3.71  0.21
H: 0.49 1.66 3.64  0.23
H: 0.53 -0.07 3.28  0.20
H: 2.93 -0.18 1.73  0.21
H: 4.40 -0.88 -0.02  0.21
H: 5.56 -0.24 -2.09  0.21
H: 4.66 1.58 -3.49  0.21
H: 2.60 2.75 -2.81  0.21
H: 1.44 2.10 -0.75  0.23
H: 1.90 -1.98 2.59  0.20
H: 2.57 -2.75 1.12  0.17
H: 0.82 -4.16 2.11  0.20
H: -0.35 -2.81 2.05  0.16
H: -0.96 -4.95 -0.91  0.20
H: -1.77 -4.32 0.54  0.16
H: -0.48 -5.54 0.69  0.20
H: -0.33 -2.78 -1.61  0.20
H: -1.04 -1.99 -0.18  0.17
H: 0.76 -0.60 -1.15  0.21
H: 1.90 -1.96 -1.03  0.18
H: -4.53 1.57 0.79  0.21

Properties
**SMILES**: Cc1cccc(NC(=O)N[C@@H](C)[C@H](c2ccccc2)N2CCN(C)CC2)c1
**LUMO level**: 0.7594 eV
**HOMO-LUMO gap**: 9.2 eV

***

C5H8NS2 | ωB97M-V/def2-TZVPD

Last column: natural (NBO) charge in e.
CARTESIAN COORDINATES (ANGSTROEM)
C: 3.98 -0.13 -0.07  -0.39
C: 3.36 0.20 1.10  -0.40
C: 1.51 -0.06 -0.60  -0.59
C: -2.83 1.18 -0.86  -0.06
C: -2.77 -0.73 0.41  -0.48
N: -2.13 0.50 -0.02  -0.44
S: 2.96 -0.38 -1.41  0.71
S: 1.67 0.32 1.02  0.75
H: 5.00 -0.43 -0.03  0.29
H: 3.90 0.15 2.01  0.29
H: -2.36 2.16 -1.01  0.19
H: 0.51 -0.20 -1.08  0.33
H: -3.94 1.01 -1.08  0.18
H: -2.01 -1.61 0.58  0.19
H: -3.49 -1.12 -0.31  0.20
H: -3.35 -0.84 1.36  0.23

Properties
**Total charge**: +1
**LUMO level**: -5.4111 eV
**HOMO-LUMO gap**: 7.7 eV

***

CH4FN3 | ωB97M-V/def2-TZVPD

Last column: natural (NBO) charge in e.
CARTESIAN COORDINATES (ANGSTROEM)
C: 0.90 0.05 0.12  0.66
N: 1.69 -0.82 -0.10  -0.66
N: 0.58 1.32 -0.02  -0.87
N: -1.42 -1.03 -0.01  -0.37
F: -1.95 0.33 -0.16  -0.36
H: 1.44 -1.82 0.22  0.42
H: 1.24 2.01 -0.38  0.42
H: -0.44 1.25 -0.38  0.46
H: -2.06 -1.30 0.71  0.29

Properties
**LUMO level (spin up / spin down)**: -0.0964 / -0.6150 eV
**HOMO-LUMO gap (spin up / spin down)**: 8.9 / 6.7 eV

***

C2H3NO3 | ωB97M-V/def2-TZVPD

Last column: natural (NBO) charge in e.
CARTESIAN COORDINATES (ANGSTROEM)
O: 1.95 -0.34 -0.49  -0.63
C: 0.83 -0.61 0.08  0.47
N: 0.12 -1.11 1.02  -0.40
C: -0.54 -0.24 0.03  0.52
O: -1.17 0.81 0.66  -0.70
O: -1.22 -0.92 -1.03  -0.73
H: 2.75 -0.68 -0.13  0.50
H: -1.67 1.41 0.11  0.49
H: -2.22 -0.85 -0.97  0.48

Properties
**SMILES**: OC1=NC1(O)O
**LUMO level**: 0.4606 eV
**HOMO-LUMO gap**: 9.9 eV